1 | Density functional theory data (the ωB97M-V functional and the def2-TZVPD basis) for a 2-piece molecular cluster, C3H11NO overall.

Values from the calculation:
SMILES string: CN(C)C.O
HOMO level (eV): -9.13

Each atom is followed by the atoms it is bonded to, with distances in Å.
Element x y z (Å)
1 C -0.62 -1.16 -0.90  N2 1.489, H5 1.107, H6 1.101, H7 1.090
2 N -0.25 -0.03 0.00  C1 1.489, C3 1.485, C4 1.450
3 C 0.81 0.78 -0.64  N2 1.485, H8 1.073, H9 1.123, H10 1.091
4 C -1.39 0.83 0.25  N2 1.450, H11 1.084, H12 1.101, H13 1.121
5 H -0.85 -0.84 -1.93  C1 1.107
6 H -1.61 -1.51 -0.57  C1 1.101
7 H 0.07 -2.00 -0.79  C1 1.090
8 H 1.39 1.22 0.14  C3 1.073
9 H 1.56 0.22 -1.27  C3 1.123
10 H 0.40 1.48 -1.36  C3 1.091
11 H -1.21 1.68 0.91  C4 1.084
12 H -2.32 0.36 0.59  C4 1.101
13 H -1.81 1.29 -0.68  C4 1.121
14 O 2.32 -0.97 2.11  H15 0.966, H16 0.970
15 H 1.83 -0.43 2.74  O14 0.966
16 H 1.68 -0.91 1.39  O14 0.970

---

2 | Density functional theory data (the ωB97M-V functional and the def2-TZVPD basis) for a 2-piece molecular cluster, C3H11NO overall.

Values from the calculation:
SMILES string: CCOC.N
HOMO level (eV): -9.67

Each atom is followed by the atoms it is bonded to, with distances in Å.
Element x y z (Å)
1 C -1.34 -1.44 1.03  C2 1.478, H5 1.114, H6 1.046, H7 1.049
2 C -1.36 -0.18 0.26  C1 1.478, O3 1.431, H8 1.181, H9 1.093
3 O -0.28 -0.24 -0.68  C2 1.431, C4 1.436
4 C 0.18 0.73 -1.63  O3 1.436, H10 1.068, H11 1.140, H12 1.060
5 H -2.32 -1.66 1.52  C1 1.114
6 H -0.52 -1.48 1.68  C1 1.046
7 H -1.10 -2.10 0.25  C1 1.049
8 H -2.33 0.09 -0.36  C2 1.181
9 H -1.29 0.65 0.98  C2 1.093
10 H -0.20 0.62 -2.62  C4 1.068
11 H -0.10 1.81 -1.38  C4 1.140
12 H 1.23 0.69 -1.76  C4 1.060
13 N 2.41 0.88 1.01  H14 1.025, H15 1.138, H16 0.984
14 H 2.73 1.80 0.70  N13 1.025
15 H 2.96 -0.09 0.80  N13 1.138
16 H 1.54 0.77 0.55  N13 0.984

---

Most stable structure: 1

---

1 | Density functional theory data (the ωB97M-V functional and the def2-TZVPD basis) for a 2-piece molecular cluster, C3H11NO overall.

Values from the calculation:
SMILES string: CN(C)C.O
HOMO level (eV): -7.98

Each atom is followed by the atoms it is bonded to, with distances in Å.
Element x y z (Å)
1 C 0.00 0.00 0.00  N2 1.491, H5 1.103, H6 1.103, H7 1.103
2 N 1.18 0.76 0.51  C1 1.491, C3 1.478, C4 1.434
3 C 2.41 0.30 -0.18  N2 1.478, H8 1.103, H9 1.103, H10 1.103
4 C 1.04 2.18 0.55  N2 1.434, H11 1.103, H12 1.103, H13 1.103
5 H 0.22 -1.08 0.05  C1 1.103
6 H -0.09 0.29 -1.06  C1 1.103
7 H -0.97 0.19 0.50  C1 1.103
8 H 3.27 0.48 0.48  C3 1.103
9 H 2.54 0.89 -1.10  C3 1.103
10 H 2.38 -0.77 -0.45  C3 1.103
11 H 1.03 2.60 -0.47  C4 1.103
12 H 1.85 2.67 1.12  C4 1.103
13 H 0.08 2.41 1.04  C4 1.103
14 O 3.28 5.33 0.33  H15 0.984, H16 0.984
15 H 3.50 5.62 1.24  O14 0.984
16 H 3.87 5.87 -0.25  O14 0.984

---

2 | Density functional theory data (the ωB97M-V functional and the def2-TZVPD basis) for a 2-piece molecular cluster, C3H11NO overall.

Values from the calculation:
SMILES string: CCOC.N
HOMO level (eV): -9.58

Each atom is followed by the atoms it is bonded to, with distances in Å.
Element x y z (Å)
1 C -0.34 2.11 -0.57  C2 1.521, H5 1.080, H6 1.099, H7 1.079
2 C 0.09 0.69 -0.88  C1 1.521, O3 1.393, H8 1.117, H9 1.096
3 O -0.40 -0.22 0.06  C2 1.393, C4 1.402
4 C -1.39 -1.19 -0.14  O3 1.402, H10 1.098, H11 1.103, H12 1.083
5 H -0.21 2.77 -1.42  C1 1.080
6 H 0.27 2.49 0.27  C1 1.099
7 H -1.35 2.12 -0.20  C1 1.079
8 H -0.32 0.55 -1.92  C2 1.117
9 H 1.17 0.56 -1.04  C2 1.096
10 H -1.93 -1.13 -1.10  C4 1.098
11 H -0.98 -2.22 -0.12  C4 1.103
12 H -2.14 -1.19 0.63  C4 1.083
13 N 2.07 -1.13 1.56  H14 1.015, H15 1.015, H16 1.018
14 H 1.91 -1.34 2.54  N13 1.015
15 H 1.22 -0.81 1.10  N13 1.015
16 H 2.33 -2.06 1.24  N13 1.018

---

Most stable structure: 1

---

1 | Density functional theory data (the ωB97M-V functional and the def2-TZVPD basis) for a 2-piece molecular cluster, CH3FINS overall.

Values from the calculation:
SMILES string: C=NF.SI
HOMO level (eV): -9.03

Each atom is followed by the atoms it is bonded to, with distances in Å.
Element x y z (Å)
1 C -1.59 -1.07 -0.05  N2 1.250, H4 1.087, H5 1.077
2 N -1.58 0.04 0.53  C1 1.250, F3 1.391
3 F -2.41 0.99 -0.05  N2 1.391
4 H -2.19 -1.32 -0.93  C1 1.087
5 H -0.96 -1.83 0.38  C1 1.077
6 S 2.29 1.65 -0.10  I7 2.362, H8 1.333
7 I 2.97 -0.61 -0.01  S6 2.362
8 H 3.47 2.16 0.23  S6 1.333

---

2 | Density functional theory data (the ωB97M-V functional and the def2-TZVPD basis) for a 2-piece molecular cluster, CH3FINS overall.

Values from the calculation:
SMILES string: C=NSF.I
HOMO level (eV): -9.17

Each atom is followed by the atoms it is bonded to, with distances in Å.
Element x y z (Å)
1 C -0.65 -0.79 -0.85  N2 1.276, H5 1.171, H6 1.100
2 N -0.53 0.40 -0.40  C1 1.276, S3 1.537
3 S -0.98 1.80 0.01  N2 1.537, F4 1.748
4 F -2.58 1.85 0.73  S3 1.748
5 H 0.23 -1.32 -1.43  C1 1.171
6 H -1.51 -1.41 -0.56  C1 1.100
7 I 3.32 -0.60 0.60  H8 1.611
8 H 2.69 0.08 1.91  I7 1.611

---

Most stable structure: 2

---

1 | Density functional theory data (the ωB97M-V functional and the def2-TZVPD basis) for one molecule with the formula C3H4OS.

Values from the calculation:
SMILES string: O=CCC=S
HOMO level (eV): -9.20

Each atom is followed by the atoms it is bonded to, with distances in Å.
Element x y z (Å)
1 O -2.47 -0.47 -0.18  C2 1.287
2 C -1.21 -0.70 -0.15  O1 1.287, C3 1.561, H6 1.137
3 C -0.09 0.32 0.22  C2 1.561, C4 1.577, H7 0.970, H8 1.135
4 C 1.40 0.51 -0.27  C3 1.577, S5 1.523, H9 1.167
5 S 2.26 -0.72 -0.05  C4 1.523
6 H -0.68 -1.70 -0.11  C2 1.137
7 H -0.74 1.03 0.10  C3 0.970
8 H -0.20 0.29 1.35  C3 1.135
9 H 1.72 1.44 -0.90  C4 1.167

---

2 | Density functional theory data (the ωB97M-V functional and the def2-TZVPD basis) for a 2-piece molecular cluster, C3H4OS overall.

Values from the calculation:
HOMO level (alpha / beta) (eV): -9.92 / -9.92

Each atom is followed by the atoms it is bonded to, with distances in Å.
Element x y z (Å)
1 C -0.52 -1.41 -1.90  C2 1.192, H6 1.061
2 C -0.01 -0.38 -1.61  C1 1.192
3 C -0.30 0.65 1.16  S5 1.894, H7 1.083, H8 1.150, H9 1.056
4 O 2.37 0.51 0.36  S5 1.428
5 S 1.13 1.13 0.01  C3 1.894, O4 1.428
6 H -1.21 -2.22 -2.00  C1 1.061
7 H 0.27 0.37 2.03  C3 1.083
8 H -0.93 -0.22 0.75  C3 1.150
9 H -0.81 1.57 1.21  C3 1.056

---

Most stable structure: 1

---

1 | Density functional theory data (the ωB97M-V functional and the def2-TZVPD basis) for a 8-piece molecular cluster, C14H44O8 overall.

Values from the calculation:
SMILES string: CCO.CCO.CCO.CCO.CCO.CCO.CO.CO
HOMO level (eV): -9.64

Each atom is followed by the atoms it is bonded to, with distances in Å.
Element x y z (Å)
1 C -5.26 0.27 -3.10  C2 1.527, H4 1.065, H5 1.092, H6 1.086
2 C -4.02 0.04 -2.23  C1 1.527, O3 1.404, H7 1.066, H8 1.134
3 O -3.80 1.13 -1.37  C2 1.404, H9 1.007
4 H -6.16 0.39 -2.55  C1 1.065
5 H -5.39 -0.61 -3.74  C1 1.092
6 H -5.09 1.15 -3.70  C1 1.086
7 H -3.14 0.07 -2.82  C2 1.066
8 H -4.04 -0.90 -1.60  C2 1.134
9 H -4.72 1.33 -1.02  O3 1.007
10 C -2.36 1.09 3.06  C11 1.519, H13 1.129, H14 1.093, H15 1.105
11 C -2.53 2.60 3.15  C10 1.519, O12 1.433, H16 1.115, H17 1.087
12 O -1.32 3.20 2.68  C11 1.433, H18 0.965
13 H -1.33 1.05 3.53  C10 1.129
14 H -2.37 0.75 2.02  C10 1.093
15 H -3.02 0.49 3.71  C10 1.105
16 H -2.58 2.94 4.21  C11 1.115
17 H -3.40 2.91 2.57  C11 1.087
18 H -1.31 4.14 2.88  O12 0.965
19 C 4.07 -4.01 0.30  C20 1.503, H22 1.085, H23 1.136, H24 1.109
20 C 2.84 -4.59 0.96  C19 1.503, O21 1.412, H25 1.092, H26 1.069
21 O 1.71 -3.76 0.85  C20 1.412, H27 0.940
22 H 3.98 -3.94 -0.78  C19 1.085
23 H 4.96 -4.63 0.62  C19 1.136
24 H 4.19 -2.99 0.71  C19 1.109
25 H 3.13 -4.67 2.01  C20 1.092
26 H 2.59 -5.56 0.60  C20 1.069
27 H 1.86 -3.13 0.16  O21 0.940
28 C 4.41 3.23 1.04  C29 1.558, H31 1.068, H32 1.063, H33 1.096
29 C 4.56 2.05 2.04  C28 1.558, O30 1.407, H34 1.104, H35 1.075
30 O 4.70 0.78 1.45  C29 1.407, H36 0.986
31 H 4.57 4.16 1.53  C28 1.068
32 H 3.43 3.24 0.61  C28 1.063
33 H 5.19 3.14 0.28  C28 1.096
34 H 3.67 2.08 2.69  C29 1.104
35 H 5.37 2.17 2.74  C29 1.075
36 H 3.90 0.67 0.88  O30 0.986
37 C -0.78 3.09 -1.65  C38 1.517, H40 1.073, H41 1.077, H42 1.077
38 C -0.90 2.15 -0.46  C37 1.517, O39 1.398, H43 1.117, H44 1.105
39 O 0.07 2.36 0.53  C38 1.398, H45 0.984
40 H -0.90 4.12 -1.39  C37 1.073
41 H -1.54 2.80 -2.36  C37 1.077
42 H 0.19 2.97 -2.10  C37 1.077
43 H -0.83 1.10 -0.82  C38 1.117
44 H -1.94 2.22 -0.10  C38 1.105
45 H -0.38 2.60 1.37  O39 0.984
46 C -0.18 -1.68 -3.97  C47 1.500, H49 1.122, H50 1.106, H51 1.073
47 C 0.76 -1.53 -2.82  C46 1.500, O48 1.431, H52 1.111, H53 1.106
48 O 0.09 -1.34 -1.57  C47 1.431, H54 0.976
49 H 0.40 -2.01 -4.87  C46 1.122
50 H -0.63 -0.70 -4.22  C46 1.106
51 H -0.99 -2.37 -3.79  C46 1.073
52 H 1.49 -0.72 -3.05  C47 1.111
53 H 1.36 -2.44 -2.67  C47 1.106
54 H 0.63 -0.73 -1.03  O48 0.976
55 C -2.24 -2.87 0.09  O56 1.443, H57 1.134, H58 1.071, H59 1.046
56 O -1.92 -1.79 0.99  C55 1.443, H60 0.964
57 H -3.09 -3.44 0.58  C55 1.134
58 H -2.61 -2.45 -0.82  C55 1.071
59 H -1.39 -3.48 0.01  C55 1.046
60 H -0.98 -1.64 1.18  O56 0.964
61 C 1.48 -0.34 1.67  O62 1.453, H63 1.059, H64 1.045, H65 1.104
62 O 1.92 0.32 0.45  C61 1.453, H66 0.951
63 H 1.54 -1.38 1.53  C61 1.059
64 H 2.16 -0.09 2.43  C61 1.045
65 H 0.45 -0.15 2.01  C61 1.104
66 H 1.43 1.13 0.44  O62 0.951

---

2 | Density functional theory data (the ωB97M-V functional and the def2-TZVPD basis) for a 8-piece molecular cluster, C14H44O8 overall.

Values from the calculation:
SMILES string: CC(C)O.CC(C)O.CC(C)O.CO.CO.CO.CO.CO
HOMO level (eV): -9.96

Each atom is followed by the atoms it is bonded to, with distances in Å.
Element x y z (Å)
1 C -1.74 -6.62 -0.05  C2 1.523, H5 1.088, H6 1.091, H7 1.096
2 C -0.32 -6.06 -0.06  C1 1.523, C3 1.553, O4 1.412, H8 1.099
3 C -0.35 -4.61 0.49  C2 1.553, H9 1.089, H10 1.086, H11 1.097
4 O 0.50 -6.83 0.78  C2 1.412, H12 0.964
5 H -1.87 -7.69 -0.17  C1 1.088
6 H -2.32 -6.01 -0.74  C1 1.091
7 H -2.19 -6.42 0.93  C1 1.096
8 H -0.01 -5.95 -1.11  C2 1.099
9 H 0.62 -4.16 0.28  C3 1.089
10 H -0.75 -4.60 1.50  C3 1.086
11 H -1.10 -4.09 -0.13  C3 1.097
12 H 1.42 -6.62 0.56  O4 0.964
13 C 3.47 4.03 -1.72  C14 1.538, H17 1.091, H18 1.092, H19 1.089
14 C 2.53 4.20 -0.51  C13 1.538, C15 1.521, O16 1.434, H20 1.098
15 C 1.97 2.86 -0.07  C14 1.521, H21 1.096, H22 1.087, H23 1.095
16 O 3.39 4.67 0.54  C14 1.434, H24 0.968
17 H 2.99 3.67 -2.63  C13 1.091
18 H 4.21 3.29 -1.44  C13 1.092
19 H 3.91 5.01 -1.93  C13 1.089
20 H 1.78 4.94 -0.81  C14 1.098
21 H 1.23 2.99 0.74  C15 1.096
22 H 2.79 2.19 0.19  C15 1.087
23 H 1.34 2.41 -0.85  C15 1.095
24 H 2.86 4.48 1.33  O16 0.968
25 C -3.09 3.88 1.73  C26 1.497, H29 1.090, H30 1.095, H31 1.091
26 C -3.55 2.61 1.08  C25 1.497, C27 1.506, O28 1.455, H32 1.097
27 C -2.44 1.72 0.59  C26 1.506, H33 1.091, H34 1.095, H35 1.087
28 O -4.34 1.79 1.97  C26 1.455, H36 0.963
29 H -2.53 4.46 1.00  C25 1.090
30 H -2.38 3.66 2.53  C25 1.095
31 H -3.95 4.40 2.15  C25 1.091
32 H -4.22 2.86 0.25  C26 1.097
33 H -1.88 1.32 1.43  C27 1.091
34 H -1.63 2.24 0.07  C27 1.095
35 H -2.83 0.89 -0.01  C27 1.087
36 H -4.64 2.38 2.68  O28 0.963
37 C -0.27 -0.85 -0.47  O38 1.415, H39 1.092, H40 1.091, H41 1.092
38 O -0.01 -0.49 0.87  C37 1.415, H42 0.965
39 H 0.48 -0.33 -1.07  C37 1.092
40 H -0.38 -1.90 -0.77  C37 1.091
41 H -1.25 -0.47 -0.76  C37 1.092
42 H 0.61 -1.10 1.28  O38 0.965
43 C 3.61 -0.92 1.86  O44 1.439, H45 1.092, H46 1.092, H47 1.084
44 O 2.74 -1.63 0.95  C43 1.439, H48 0.960
45 H 3.50 -1.27 2.89  C43 1.092
46 H 4.62 -1.18 1.54  C43 1.092
47 H 3.41 0.14 1.80  C43 1.084
48 H 3.05 -2.54 0.89  O44 0.960
49 C 0.51 -2.42 -3.49  O50 1.411, H51 1.095, H52 1.102, H53 1.088
50 O -0.51 -1.70 -4.14  C49 1.411, H54 0.960
51 H 0.05 -3.04 -2.71  C49 1.095
52 H 1.00 -3.13 -4.17  C49 1.102
53 H 1.34 -1.79 -3.17  C49 1.088
54 H -1.10 -2.34 -4.53  O50 0.960
55 C -1.02 1.29 4.29  O56 1.417, H57 1.094, H58 1.095, H59 1.091
56 O -0.07 1.53 3.27  C55 1.417, H60 0.962
57 H -2.00 1.26 3.80  C55 1.094
58 H -0.79 0.41 4.90  C55 1.095
59 H -0.95 2.13 4.99  C55 1.091
60 H -0.19 0.96 2.50  O56 0.962
61 C -0.67 1.78 -3.29  O62 1.420, H63 1.098, H64 1.101, H65 1.087
62 O -0.19 3.09 -3.56  C61 1.420, H66 0.962
63 H -1.29 1.37 -4.10  C61 1.098
64 H 0.15 1.05 -3.35  C61 1.101
65 H -1.16 1.74 -2.32  C61 1.087
66 H -0.05 3.11 -4.51  O62 0.962

---

Most stable structure: 1

---

1 | Density functional theory data (the ωB97M-V functional and the def2-TZVPD basis) for one molecule with the formula C3H4INO.

Values from the calculation:
HOMO level (eV): -9.16

Each atom is followed by the atoms it is bonded to, with distances in Å.
Element x y z (Å)
1 C -0.34 -0.07 -1.53  N4 1.270, O5 1.266, H7 1.096
2 C 0.57 -0.64 0.51  C3 1.473, N4 1.467, H8 1.095, H9 1.099
3 C -0.28 0.45 0.99  C2 1.473, I6 2.053, H10 1.077
4 N 0.38 -0.92 -0.92  C1 1.270, C2 1.467
5 O -0.94 0.94 -1.07  C1 1.266
6 I 0.44 2.24 1.70  C3 2.053
7 H -0.45 -0.25 -2.61  C1 1.096
8 H 1.64 -0.43 0.66  C2 1.095
9 H 0.30 -1.58 1.01  C2 1.099
10 H -1.31 0.27 1.25  C3 1.077

---

2 | Density functional theory data (the ωB97M-V functional and the def2-TZVPD basis) for one molecule with the formula C3H4INO.

Values from the calculation:
SMILES string: O=C[C@H]1CN1I
HOMO level (eV): -8.26

Each atom is followed by the atoms it is bonded to, with distances in Å.
Element x y z (Å)
1 O -0.58 -1.80 -0.69  C2 1.118
2 C 0.23 -1.31 -0.09  O1 1.118, C3 1.364, H7 1.147
3 C 0.30 -0.13 0.58  C2 1.364, C4 1.666, N5 1.375, H8 1.162
4 C 0.24 1.21 -0.41  C3 1.666, N5 1.486, H9 1.036, H10 1.115
5 N -0.80 0.70 0.52  C3 1.375, C4 1.486, I6 1.973
6 I -2.58 0.14 -0.12  N5 1.973
7 H 1.30 -1.70 0.07  C2 1.147
8 H 1.00 -0.13 1.51  C3 1.162
9 H 0.64 1.99 0.14  C4 1.036
10 H 0.23 1.03 -1.51  C4 1.115

---

Most stable structure: 1